45
Properties=species:S:1:pos:R:3:forces:R:3:nbo_charge:R:1 method="wB97M-V/def2-TZVPD" homo_lumo_gap_ev=9.86 total_energy_ha=-1505.787719 e_lumo_ev=0.624 charge=0
O 0.9755 -4.1752 1.8975 -0.2 -0.7 0.1 -0.503
C 1.2623 -3.0417 1.6384 0.3 0.7 -0.1 0.568
C 2.6608 -2.7167 1.1051 -0.2 0.2 0.3 -0.186
O 3.3269 -1.7820 1.9722 -0.2 -0.1 -0.2 -0.716
S 4.5290 -0.9450 1.2408 -0.1 0.6 0.1 1.761
O 4.8031 0.0945 2.2037 0.1 -0.1 0.0 -0.935
O 3.6921 -0.2908 0.0296 -0.4 0.0 0.0 -0.925
C 0.2548 -1.9322 1.6462 0.1 0.1 0.2 -0.177
C -0.9602 -2.1490 0.9998 0.0 0.4 0.0 -0.196
C -1.8887 -1.1197 0.9142 0.1 -0.3 -0.1 -0.202
C -1.6281 0.1149 1.4863 0.1 0.0 0.2 -0.198
C -0.4458 0.3179 2.1801 0.0 -0.5 0.0 -0.200
C 0.4992 -0.7003 2.2545 -0.3 0.2 -0.2 -0.146
H 3.2385 -3.6305 1.0144 0.0 -0.2 0.0 0.205
H 2.5087 -2.2350 0.1414 0.1 -0.2 -0.3 0.211
H 2.8859 0.2060 0.3181 0.4 0.1 0.1 0.527
H -1.1693 -3.1009 0.5398 0.0 -0.2 0.0 0.219
H -2.8185 -1.2990 0.3957 -0.1 0.1 -0.1 0.222
H -2.3487 0.9129 1.4031 -0.1 0.1 0.0 0.218
H -0.2463 1.2542 2.6710 0.0 0.2 0.0 0.217
H 1.4026 -0.5111 2.8007 0.3 -0.1 0.1 0.224
C 2.3438 2.9934 0.9809 0.0 -0.2 0.0 0.529
O 1.6082 2.0390 0.7590 0.3 -0.1 -0.1 -0.666
N 2.0095 4.2640 0.7308 -0.1 0.2 0.0 -0.417
C 2.9084 5.3666 1.0105 -0.1 0.0 0.0 -0.399
C 0.6990 4.5367 0.1590 0.1 -0.1 0.0 -0.417
H 3.3510 2.8818 1.4120 0.0 -0.1 0.0 0.128
H 2.4555 6.0549 1.7259 0.0 0.0 0.0 0.198
H 3.1374 5.9124 0.0937 0.0 0.0 0.0 0.199
H 3.8360 4.9856 1.4315 0.0 0.0 0.0 0.216
H -0.0865 4.1731 0.8212 0.0 0.0 0.0 0.216
H 0.5915 4.0305 -0.8001 0.0 0.0 0.0 0.219
H 0.5869 5.6083 0.0186 0.0 0.0 0.0 0.204
C -4.6023 -1.1878 -2.4754 -0.1 0.1 0.0 0.529
O -4.2445 -0.1731 -1.9104 0.1 0.0 0.0 -0.626
N -3.7715 -2.0854 -3.0388 0.0 -0.2 -0.1 -0.430
C -4.2611 -3.2787 -3.6984 0.1 0.1 0.0 -0.398
C -2.3390 -1.8411 -2.9828 -0.1 0.1 0.0 -0.418
H -5.6664 -1.4628 -2.5772 0.0 0.0 0.0 0.105
H -3.8689 -4.1742 -3.2121 0.0 0.0 0.0 0.197
H -3.9575 -3.2890 -4.7471 0.0 0.0 0.0 0.196
H -5.3475 -3.3042 -3.6503 0.0 0.0 0.0 0.211
H -2.0017 -1.7743 -1.9483 0.0 0.0 0.0 0.218
H -2.1013 -0.8965 -3.4726 0.1 0.0 0.0 0.215
H -1.8128 -2.6504 -3.4823 0.0 0.0 0.0 0.202



44
Properties=species:S:1:pos:R:3:forces:R:3:nbo_charge:R:1 method="wB97M-V/def2-TZVPD" multiplicity=4 homo_lumo_gap_ev="8.09 / 8.13" total_energy_ha=-1991.085940 e_lumo_ev="-3.579 / -3.990" charge=+1
Re 0.2849 -0.5472 0.2775 -0.2 0.0 0.0 1.049
C -1.9726 -1.7038 -2.1565 0.0 0.1 0.0 -1.130
Si -0.7506 -0.3004 -1.9972 0.1 -0.1 -0.1 1.428
C 0.6170 -0.3957 -3.2704 -0.1 0.0 0.0 -1.130
C -1.6279 1.3562 -2.1089 0.0 -0.1 0.0 -1.134
H -2.4684 -1.6428 -3.1292 0.0 0.0 0.0 0.250
H -2.7418 -1.6558 -1.3839 0.0 0.0 0.0 0.247
H -1.4847 -2.6745 -2.0752 0.0 0.0 0.0 0.264
H 0.1890 -0.2633 -4.2675 0.0 0.0 0.0 0.254
H 1.1190 -1.3631 -3.2492 0.0 0.0 0.0 0.254
H 1.3670 0.3831 -3.1231 0.0 0.0 0.0 0.243
H -2.0657 1.4389 -3.1078 0.0 0.0 0.0 0.259
H -0.9535 2.2026 -1.9749 0.0 0.0 0.0 0.235
H -2.4485 1.4429 -1.3935 0.0 0.0 0.0 0.234
O -1.5702 -0.0506 1.5073 -0.1 0.1 0.1 -0.729
C -1.5523 -0.6929 2.7632 0.0 0.0 -0.1 0.351
C -1.7582 0.0468 3.9105 0.0 0.0 0.0 -0.305
C -1.7656 -0.6081 5.1334 0.0 0.0 0.0 -0.159
C -1.5722 -1.9810 5.1920 0.0 0.0 0.0 -0.213
C -1.3743 -2.7005 4.0262 0.0 0.0 0.0 -0.117
C -1.3474 -2.0653 2.7877 0.0 0.0 0.1 -0.254
C -1.1344 -2.9047 1.5591 -0.1 0.0 -0.2 0.779
O -1.5212 -4.0367 1.4991 0.1 0.0 0.1 -0.529
O -0.4770 -2.3253 0.5493 0.1 0.1 0.1 -0.747
H -1.9830 0.8191 1.5945 0.1 0.0 0.0 0.522
H -1.9224 1.1169 3.8535 0.0 0.0 0.0 0.217
H -1.9279 -0.0424 6.0407 0.0 0.0 0.0 0.231
H -1.5858 -2.4892 6.1458 0.0 0.0 0.0 0.236
H -1.2454 -3.7742 4.0443 0.0 0.0 0.0 0.251
C 2.0798 -1.3421 -0.3575 0.2 -0.1 -0.1 -0.986
H 2.7122 -1.4736 0.5319 0.0 0.0 0.0 0.234
H 2.6420 -0.7488 -1.0810 0.0 0.0 0.0 0.232
H 1.8944 -2.3343 -0.7762 0.0 0.0 0.0 0.248
S 1.5796 1.5203 0.1497 -0.1 0.0 0.0 -0.012
C 0.8063 2.9377 0.6537 0.1 0.0 0.1 -0.027
N 1.4930 4.0404 0.9003 -0.1 -0.1 0.0 -0.533
C 0.7320 5.2681 1.1231 0.0 0.0 0.0 -0.231
C -0.6221 4.8078 1.6511 0.0 0.0 0.0 -0.524
S -0.8935 3.1884 0.8632 -0.1 -0.1 0.0 0.335
H 2.4930 4.0507 0.7534 0.0 0.0 0.0 0.439
H 0.6337 5.8087 0.1792 0.0 0.0 0.0 0.222
H 1.2488 5.8970 1.8446 0.0 0.0 0.0 0.242
H -1.4243 5.4819 1.3645 0.0 0.0 0.0 0.263
H -0.6185 4.6778 2.7312 0.0 0.0 0.0 0.239



Here are the calculated relative energy (zero: lowest compared OMol25 entry of this formula, charge and spin) numbers, same order: 11.37, 1.10 (kcal per mole).